No. 1
DFT (wB97M-V/def2-TZVPD) results for C41H35BrN4O3PSTa as an isolated structure in a non-equilibrium geometry.

Calculated values
Orbital gap ... 0.2246 Eh
Highest occupied orbital energy ... -12.8 eV
Charge ... +2
Total energy ... -146894.9283 eV
Spin multiplicity ... 1
Relative energy (zero: lowest compared OMol25 entry of this formula, charge and spin) ... 188.3 kJ/mol

Geometry as XYZ:
```
87
Properties=species:S:1:pos:R:3:lowdin_charge:R:1
N -0.71290 1.23147 3.88738 0.03
H 0.83831 5.51070 -1.17932 0.04
H -5.43098 -1.95806 -2.58845 0.13
C 0.41748 -0.48434 -3.77166 -0.09
C -3.88762 -1.69093 -1.11493 -0.15
C -0.46067 -4.20665 -1.65626 0.00
N -1.21455 -0.08805 3.78394 0.05
C 2.09458 -1.53983 3.01535 -0.02
C 0.48997 -3.95651 3.22166 0.00
C 3.18174 3.81744 -0.84395 -0.36
H -0.77548 -0.65461 4.49825 0.11
C 0.71394 0.05674 -2.52116 -0.40
C 3.91977 2.19299 3.72686 -0.06
H 1.45615 5.77346 0.47745 0.05
H 2.25980 0.52416 -1.09873 0.08
C -0.23274 -4.77269 0.65577 -0.13
C -0.30751 -5.67375 1.74206 0.00
Br 5.77797 1.19557 5.64398 0.82
P -0.57341 0.73276 -1.44272 1.03
H -4.52561 -0.27360 -4.14777 0.12
H -0.64273 -6.68594 1.55631 0.13
H -2.41751 0.88272 -3.60927 0.12
H 3.08145 4.08262 -1.89494 0.04
C 2.91169 2.09655 2.78916 0.01
C -0.55046 -5.14420 -0.66817 0.03
N 1.02955 -1.73869 2.31847 0.02
C 4.36688 1.05375 4.39631 -0.66
C -2.32762 4.35294 -1.87844 -0.05
H -0.05908 -2.14208 -2.09591 0.08
C -1.93176 3.13115 -1.36201 -0.09
H -0.03990 -5.95105 3.83500 0.12
H -0.73263 1.70253 4.78001 0.17
C -4.01610 -0.49709 -3.22071 -0.04
N 0.21749 -2.50238 -0.10578 0.06
C -1.71928 4.85390 -3.02285 -0.05
C 0.03341 -5.26665 3.00120 -0.04
C -2.15641 -0.10512 -1.72809 -0.31
C -4.43649 -2.63841 -0.21789 -0.01
H -0.15228 5.06101 0.23245 0.03
H -0.85263 -6.16177 -0.88091 0.13
H -0.19518 4.55565 -4.50682 0.12
H -0.68280 -4.45103 -2.68527 0.12
O -0.33671 3.14344 2.73250 0.14
H -2.05393 5.79277 -3.44325 0.12
H -2.41091 2.72324 -0.47901 0.11
H 2.58631 -2.40065 3.47089 0.15
H 4.37345 3.15025 3.94321 0.12
S 1.54833 3.45649 -0.13888 0.75
C 2.31609 0.86665 2.52871 -0.27
H -5.33114 -3.17615 -0.50571 0.13
C -0.27134 2.93568 -3.11405 -0.09
H 3.79770 2.92576 -0.74266 0.03
H 3.64027 4.63784 -0.29522 0.04
C -0.77058 2.03016 2.76626 -0.65
C -0.68274 4.15658 -3.62732 -0.05
H 0.53646 2.38987 -3.58329 0.11
C -2.81816 0.16085 -2.90758 -0.07
C 0.56203 -3.05907 2.18472 -0.24
H 3.56492 -1.17623 -4.80429 0.12
H -2.28005 -2.32028 2.34215 0.09
C -2.09504 -1.19698 0.53833 -0.27
C 3.77919 -0.16822 4.15559 -0.05
H 1.21358 -1.34277 -5.55915 0.12
C -0.91770 2.41669 -1.99697 -0.41
C -0.09436 -2.89431 -1.32261 -0.10
C -4.52022 -1.42264 -2.34986 0.01
C -2.69888 -0.99884 -0.75292 -0.20
Ta -0.27114 -0.03693 1.02516 1.89
C 2.72745 -0.27217 3.23942 -0.13
O 1.32954 0.71431 1.62829 -0.28
C 0.85877 5.12622 -0.16104 -0.36
C 2.76471 -0.83652 -4.16074 -0.04
H 0.77283 -3.65285 4.22256 0.12
H -2.22067 -0.10526 3.93323 0.12
C -2.70226 -2.12886 1.35864 -0.13
H 4.12152 -1.05157 4.68018 0.12
C -3.84367 -2.86229 0.99050 -0.05
H 4.08286 -0.27021 -2.56351 0.12
O -1.29916 1.37104 1.71219 -0.20
C 0.17228 -3.43860 0.88273 -0.19
H -0.61106 -0.57475 -4.09555 0.11
C 2.03600 0.12119 -2.08131 -0.10
H -4.26026 -3.58997 1.67456 0.11
C 3.05781 -0.32187 -2.90593 -0.05
H -3.11277 4.91724 -1.39320 0.12
H 2.55884 2.96065 2.24401 0.08
C 1.44594 -0.92367 -4.58935 -0.04
```

No. 2
DFT (wB97M-V/def2-TZVPD) results for C4H7FO3Ru as an isolated structure in a non-equilibrium geometry.

Calculated values
Orbital gap (spin up / spin down) ... 0.3210 / 0.2477 Eh
Highest occupied orbital energy (spin up / spin down) ... -12.6 / -13.8 eV
Charge ... +1
Total energy ... -15688.9512 eV
Spin multiplicity ... 6
Relative energy (zero: lowest compared OMol25 entry of this formula, charge and spin) ... 0.0 kJ/mol

Geometry as XYZ:
```
16
Properties=species:S:1:pos:R:3:lowdin_charge:R:1
O -1.21589 2.18578 2.13799 -0.13
C -0.47465 0.99754 2.62499 -0.22
H -1.37574 -0.57390 -1.73395 0.09
O -1.86861 1.22313 0.25420 -0.20
H 1.94574 -1.92756 -1.51756 0.16
H 2.22171 -1.10748 0.09496 0.14
H -1.03264 0.62631 3.49906 0.07
H 0.06416 -0.26423 -2.74762 0.12
C -2.05241 2.17865 1.07978 0.01
H 0.48923 1.39915 2.97767 0.07
C 1.78003 -1.03135 -0.90573 -0.21
F 2.35755 0.03284 -1.55116 0.03
H -0.36655 -1.96049 -2.29369 0.12
C -0.36188 -0.91114 -1.97317 -0.01
O 0.41415 -0.79443 -0.76262 -0.40
Ru -0.52422 -0.07282 0.81684 1.36
```

No. 3
DFT (wB97M-V/def2-TZVPD) results for a 2-piece molecular cluster, C24H46Br2N3O14P2Si overall in a non-equilibrium geometry.

Calculated values
Orbital gap ... 0.2250 Eh
Highest occupied orbital energy ... -10.6 eV
Charge ... +1
Total energy ... -225305.8759 eV
Spin multiplicity ... 1

Geometry as XYZ:
```
92
Properties=species:S:1:pos:R:3:lowdin_charge:R:1
H 4.32691 -0.92267 -5.89191 0.12
O 3.75451 -0.78217 -5.12378 -0.05
P 4.14284 0.58556 -4.46718 0.37
N 3.92652 -1.94249 -0.83968 0.04
H 0.76128 5.29534 -4.06835 0.12
H 2.83560 3.95167 3.28922 0.06
H -5.78966 5.10847 -0.28029 0.03
H 2.25577 -7.77175 3.87786 0.12
H -1.72306 3.75467 -2.44709 0.10
H -1.87418 -5.34770 2.54044 0.12
Br -1.84757 0.06703 3.59979 0.75
H -0.85791 -6.20202 0.73116 0.09
C 1.32400 -7.91609 3.32450 -0.21
H -1.07566 2.16519 2.08952 0.07
C 1.76184 -0.94715 -0.62888 -0.15
C 1.28807 4.42991 1.89813 -0.27
H 1.39922 2.30187 -5.33603 0.10
C 1.22321 0.45876 -0.63732 -0.03
C -0.34504 -5.27977 0.45352 -0.09
H 2.78283 5.64400 2.85681 0.08
H -1.51659 -0.24616 -0.21250 0.09
H -5.09808 2.88987 1.01218 0.04
H -0.58397 -7.03775 3.05860 0.11
H -5.98139 5.07269 -2.02041 0.04
H -5.33287 2.45088 -3.14030 0.04
H 0.29255 5.04012 -1.43415 0.13
H 1.21935 -1.61319 0.03808 0.12
C 0.30512 -6.85357 3.67617 -0.21
H -0.58416 -4.44430 4.54483 0.12
H 1.55161 4.97516 3.97319 0.09
H 3.62423 -8.02350 2.08604 0.09
C 0.46780 0.20406 1.70916 -0.60
H 1.28840 -5.47925 2.56102 0.07
H -1.94293 -3.61470 2.76410 0.11
P 1.08453 3.31057 -3.52963 0.47
C 0.60067 1.04311 0.46881 -0.14
H 0.91593 -8.88944 3.60889 0.12
C 0.19509 3.01195 -0.79927 -0.10
C -1.26710 -4.43736 2.50813 -0.22
O 5.57386 0.73136 -4.24247 -0.21
H 0.01639 -6.96395 4.72498 0.13
H -0.52530 -5.08784 -0.60452 0.09
C -4.29554 2.57039 -2.83830 -0.15
N 0.84456 -5.51378 3.46878 -0.05
C -0.14453 -4.44509 3.54299 -0.20
O 0.68033 2.32480 -4.67923 -0.07
O 3.65227 -2.98455 -0.43521 0.13
O 3.38985 0.71082 -3.00812 0.01
H -0.50943 4.85752 0.07814 0.11
C -0.60671 2.94965 1.50704 -0.16
C 1.35753 1.18164 -1.82813 0.01
H -4.46085 1.45340 0.17303 0.01
O 3.12909 -0.88578 -0.21031 -0.11
N 0.10435 2.30736 0.36408 0.12
C -5.24391 5.07227 -1.22275 -0.14
H -3.93060 1.55772 -2.65253 0.03
O 1.55347 -7.95785 1.92065 -0.19
H 0.73244 -5.40244 0.58661 0.07
H 3.95556 2.55450 -5.06102 0.09
C 2.06668 0.50045 -2.97275 -0.53
C -1.76758 4.34846 -1.53118 -0.24
C -1.00067 -0.36583 1.90280 -0.72
Br 1.28339 1.05606 3.26091 0.86
C 2.83673 -7.51089 1.52739 -0.11
H 2.95475 -7.74447 0.47059 0.09
O -2.67078 3.73409 -0.63376 -0.22
H -6.07274 2.14656 -0.23259 0.04
H 1.07861 -0.67480 1.63976 0.06
H 2.94949 -6.42795 1.65624 0.07
C -0.38053 4.39272 -0.89029 -0.09
O -0.83266 -4.16203 1.18267 -0.21
C 0.82826 2.47426 -1.92834 -0.04
O 3.57772 1.72856 -5.41220 -0.09
H -2.80555 -0.68385 0.85765 0.09
H -2.06907 5.35446 -1.82879 0.14
O 0.18921 3.68094 2.39007 -0.15
H -3.69707 3.00402 -3.63576 0.03
O 1.44476 -0.17760 -3.71209 0.19
H -1.42722 3.55403 1.14498 0.13
C -1.94959 -0.01944 0.76062 -0.13
C -5.04835 2.36195 0.05994 -0.15
H -4.62854 5.96970 -1.24587 0.03
H 0.99170 5.37538 1.44039 0.11
H -2.34621 0.99117 0.80620 0.05
H 1.69345 -1.42312 -1.60482 0.13
H 1.92346 3.88432 1.19602 0.12
O 0.18486 4.60291 -3.71036 -0.10
O 2.51258 3.66847 -3.60176 -0.24
C 2.16350 4.78526 3.09983 -0.05
H -0.92443 -1.44766 1.91413 0.06
Si -4.24059 3.48547 -1.20571 0.45
H 0.40188 -3.50154 3.43891 0.11
```

No. 4
DFT (wB97M-V/def2-TZVPD) results for BrPd as an isolated structure.

Calculated values
Orbital gap (spin up / spin down) ... 0.4486 / 0.2311 Eh
Highest occupied orbital energy (spin up / spin down) ... -24.3 / -23.6 eV
Charge ... +2
Total energy ... -73494.7519 eV
Spin multiplicity ... 4
Relative energy (zero: lowest compared OMol25 entry of this formula, charge and spin) ... 3.7 kJ/mol

Geometry as XYZ:
```
2
Properties=species:S:1:pos:R:3:lowdin_charge:R:1
Pd 0.12852 -0.81969 1.04415 0.93
Br -0.12852 0.81969 -1.04415 1.07
```

No. 5
DFT (wB97M-V/def2-TZVPD) results for one molecule with the formula HN3P2 in a non-equilibrium geometry.

Calculated values
Orbital gap (spin up / spin down) ... 0.2554 / 0.2558 Eh
Highest occupied orbital energy (spin up / spin down) ... -8.7 / -8.7 eV
Charge ... 0
Total energy ... -23058.4497 eV
Spin multiplicity ... 1
Relative energy (zero: lowest compared OMol25 entry of this formula, charge and spin) ... 376.3 kJ/mol

Geometry as XYZ:
```
6
Properties=species:S:1:pos:R:3:lowdin_charge:R:1
P -1.99776 -0.75480 -0.70323 0.47
N 0.19345 0.55042 0.44126 -0.46
N -1.16757 -1.92219 -1.12818 -0.38
N -0.83987 -0.04365 0.20268 -0.28
H 2.06948 1.70276 0.86572 -0.17
P 1.74227 0.46745 0.32175 0.82
```